DFT (the ωB97M-V functional and the def2-TZVPD basis) results for a cluster of 2 separate species, C22H18BF10N2O6S in total.

```
60
Properties=species:S:1:pos:R:3:mulliken_charge:R:1
C 1.8959 4.5861 3.0812 -0.2899
C 1.6198 3.6945 2.3132 -1.3175
C 1.1825 2.3845 1.7987 1.7399
C -0.1689 2.0958 1.4272 0.2925
O -1.0910 3.0852 1.5241 -0.6114
C -0.9393 4.1029 0.5046 -0.7531
C -1.2127 3.6224 -0.9474 1.0601
C 0.0216 3.1046 -1.7150 -1.2252
O -1.6613 4.7872 -1.6608 -0.6846
C -0.5339 0.7928 0.9746 0.1560
B -2.0843 0.5726 0.6406 0.5177
O -2.9336 0.3388 1.7507 -0.5994
O -2.6299 0.6332 -0.6165 -0.5965
C -3.6564 -0.3457 -0.8655 0.0197
C -5.0886 0.1490 -0.4701 -1.2186
C 0.4133 -0.2493 0.8579 -0.7258
C 0.0366 -1.6755 0.3918 -0.2800
C 0.4018 -1.8284 -1.1176 -1.1571
C -0.3875 -2.9117 -1.8827 0.8954
F -1.6935 -2.9076 -1.4674 -0.2796
F -0.4557 -2.4661 -3.1889 -0.3374
C 0.2298 -4.3483 -1.9630 0.4335
F 1.0049 -4.3975 -3.0787 -0.3084
F -0.7617 -5.2672 -2.1743 -0.3065
C 1.0845 -4.8745 -0.7779 0.6702
F 2.2264 -4.1868 -0.5733 -0.2018
F 1.5196 -6.1176 -1.1637 -0.3383
C 0.3295 -5.1029 0.5945 0.6296
F 1.1340 -4.7229 1.6015 -0.2438
F 0.1520 -6.4326 0.7809 -0.3019
F -0.8838 -4.5559 0.6630 -0.2086
C 1.7390 0.0471 1.2200 0.7492
C 2.1088 1.3471 1.6897 -0.3153
C 3.6125 1.2967 2.0316 -0.0980
O 4.3669 2.2136 2.1580 -0.5345
N 3.8298 -0.0962 2.1344 0.6521
N 5.1421 -0.5803 2.3858 -1.1390
C 5.9267 -0.3522 1.4624 0.5019
S 7.0568 0.3304 0.6098 -0.2691
C 2.9894 -0.8310 1.2498 0.4939
O 3.2609 -1.8465 0.6753 -0.4923
H 2.1371 5.4525 3.6818 0.4186
H -1.6558 4.9267 0.6991 0.4280
H 0.0627 4.5861 0.5033 0.2025
H -2.0692 2.9157 -0.9359 -0.4066
H 0.5567 3.9511 -2.2398 0.5753
H 0.7273 2.4871 -1.1111 0.2206
H -0.3536 2.4382 -2.5223 0.2690
H -1.3189 4.6629 -2.5943 0.4693
H -2.7526 -0.5270 2.1410 0.3268
H -3.6768 -0.4880 -1.9651 0.3933
H -3.4221 -1.2874 -0.3316 0.0933
H -5.8753 -0.3064 -1.1002 0.3660
H -5.1545 1.2492 -0.4045 0.2750
H -5.2785 -0.2283 0.5596 0.2702
H -1.0290 -1.8543 0.6204 0.7509
H 0.6257 -2.3544 1.0396 0.2292
H 0.1213 -0.8626 -1.5944 0.5474
H 1.5006 -1.8922 -1.2558 0.4825
F -0.0010 4.6173 -3.6687 -0.8890
```

The charge is -1. The calculation puts the LUMO energy at 1.280 eV. The value obtained for the total energy is -2831.7990 Ha. The frontier orbital gap is 0.21868 hartree. As for the highest occupied orbital energy: -4.7 eV.